1.
Entry from the Open Molecules 2025 dataset: the molecule C23H23BrO5 (ωB97M-V with the def2-TZVPD basis set).

Calculated values
Gap between HOMO and LUMO: 9.49 eV
Molecular weight: 459.34 Da
SMILES: C=CCOC(=O)C1=C[C@@H](c2ccc(Br)cc2)C[C@@H](OCc2ccc(CO)cc2)O1
LUMO: 0.650 eV
Electronic energy: -104503.414 eV

Structure (ORCA input):
```
! RIJCOSX wB97M-V def2-TZVPD def2/J DEFGRID3
* xyz 0 1
C -5.7250 -0.6964 -0.3024
C -4.8004 0.2351 -0.1691
C -3.9077 0.3600 1.0253
O -2.6515 0.9169 0.6308
C -1.5595 0.4816 1.2375
O -1.5405 -0.3754 2.0934
C -0.3425 1.2039 0.7777
C 0.7211 1.3249 1.5758
C 1.9279 2.1234 1.1898
C 3.1360 1.2521 0.9073
C 4.3481 1.8469 0.5746
C 5.4671 1.0823 0.3051
C 5.3737 -0.2963 0.3803
Br 6.9092 -1.3605 0.0027
C 4.1872 -0.9111 0.7345
C 3.0752 -0.1315 1.0001
C 1.5645 3.0190 -0.0068
C 0.7501 2.2250 -1.0280
O 1.5618 1.2094 -1.5238
C 0.9597 0.3724 -2.5078
C 0.0542 -0.6517 -1.8753
C -1.3139 -0.6655 -2.1000
C -2.1288 -1.5324 -1.3934
C -1.5921 -2.3840 -0.4382
C -2.4731 -3.2473 0.4280
O -2.0672 -3.2684 1.7743
C -0.2158 -2.4006 -0.2462
C 0.5989 -1.5512 -0.9667
O -0.4557 1.7522 -0.4653
H -6.3662 -0.7386 -1.1654
H -5.8870 -1.4491 0.4518
H -4.6397 0.9892 -0.9259
H -4.3559 1.0501 1.7542
H -3.7470 -0.6036 1.5188
H 0.6991 0.8495 2.5428
H 2.1937 2.7758 2.0326
H 4.4293 2.9232 0.5298
H 6.4030 1.5512 0.0423
H 4.1310 -1.9871 0.8031
H 2.1499 -0.6100 1.2802
H 0.9523 3.8566 0.3315
H 2.4561 3.4012 -0.4991
H 0.4070 2.8759 -1.8539
H 1.8049 -0.1113 -3.0058
H 0.4112 0.9873 -3.2335
H -1.7498 0.0219 -2.8105
H -3.1957 -1.5260 -1.5655
H -2.4300 -4.2891 0.0892
H -3.5182 -2.9082 0.3401
H -1.8796 -2.3605 2.0603
H 0.2026 -3.0739 0.4873
H 1.6681 -1.5574 -0.8185
*
```



2.
Entry from the Open Molecules 2025 dataset: a structure of composition C23H23Cl2InN4S (ωB97M-V with the def2-TZVPD basis set).

Calculated values
Gap between HOMO and LUMO: 6.07 eV
Relative energy (zero: lowest compared OMol25 entry of this formula, charge and spin): 101.1 kcal per mole
Molecular weight: 573.26 Da
LUMO: 0.179 eV
Electronic energy: -71234.322 eV

Structure (ORCA input):
```
! RIJCOSX wB97M-V def2-TZVPD def2/J DEFGRID3
* xyz 0 1
In 0.6266 -1.6165 0.7497
S -3.1625 2.3248 -0.2536
C -3.3910 0.8969 0.6510
C -4.5375 0.7556 1.4805
C -4.7322 -0.3005 2.3286
C -3.7747 -1.3201 2.4279
C -2.6547 -1.2324 1.6371
C -2.4644 -0.1754 0.7347
N -1.2754 -0.2674 -0.0008
C -0.9514 0.1033 -1.1810
C 1.0378 -0.0551 -2.7851
C 1.4738 -0.0936 -4.0772
C 2.5325 0.8228 -4.2580
C 3.0202 1.6433 -3.2415
C 2.4970 1.6545 -1.9315
C 1.4900 0.7409 -1.8267
H -5.2694 1.5509 1.4207
H -5.6334 -0.3419 2.9282
H -3.9164 -2.1613 3.0926
H -1.9257 -2.0369 1.6664
H 1.0800 -0.7044 -4.8749
H 2.9887 0.8981 -5.2365
H 3.8351 2.3153 -3.4785
H 2.8372 2.3381 -1.1673
N 0.5540 -0.7621 3.4547
C 1.4538 -1.1747 4.5348
C 2.8390 -0.5623 4.3823
C 3.7560 -1.1782 3.3112
C 4.0040 -0.3109 2.0678
N 3.3880 -0.8919 0.8701
H 0.4358 0.2473 3.4747
H -0.3782 -1.1403 3.5948
H 1.5225 -2.2658 4.5134
H 1.0577 -0.9001 5.5197
H 3.3291 -0.6265 5.3561
H 2.7218 0.5101 4.1919
H 3.3501 -2.1409 2.9870
H 4.7168 -1.4045 3.7762
H 5.0795 -0.1516 1.9246
H 3.5620 0.6759 2.2201
H 3.8072 -1.7897 0.6513
H 3.5555 -0.2965 0.0638
Cl -0.6638 2.9724 -2.4258
C -1.6786 1.7142 -3.0219
C -2.4016 1.9702 -4.1675
C -3.2660 1.0062 -4.6661
C -3.4006 -0.2090 -4.0248
C -2.6603 -0.4496 -2.8762
Cl -2.8522 -2.0068 -2.1247
C -1.8007 0.5049 -2.3283
N 0.4422 -0.2440 -1.4538
H -2.2954 2.9287 -4.6542
H -3.8408 1.2096 -5.5597
H -4.0672 -0.9729 -4.3963
*
```



3.
Entry from the Open Molecules 2025 dataset: a structure of composition C23H23Cl5O3OsSSi2 (ωB97M-V with the def2-TZVPD basis set).

Calculated values
Gap between HOMO and LUMO: 7.98 eV
Relative energy (zero: lowest compared OMol25 entry of this formula, charge and spin): 0.0 kcal per mole
Molecular weight: 803.17 Da
LUMO: -0.447 eV
Electronic energy: -122037.944 eV

Structure (ORCA input):
```
! RIJCOSX wB97M-V def2-TZVPD def2/J DEFGRID3
* xyz 0 1
Os -0.6591 0.1606 0.9732
C 1.5585 -0.9063 -1.1639
Si 1.6589 0.2695 0.3114
C 2.8956 -0.4232 1.5425
C 2.1302 1.9893 -0.2419
C 3.4369 2.4530 -0.3498
C 3.6882 3.7300 -0.8374
C 2.6307 4.5407 -1.2174
C 1.3218 4.0839 -1.1048
C 1.0498 2.8106 -0.6140
Si -0.7052 2.1129 -0.3753
C -1.4222 1.7126 -2.0743
C -1.7117 3.5836 0.2661
H 2.5425 -0.8814 -1.6451
H 0.8219 -0.5923 -1.9022
H 1.3608 -1.9378 -0.8724
H 3.8046 -0.7128 1.0068
H 2.5036 -1.3151 2.0350
H 3.1903 0.2996 2.3040
H 4.2688 1.8222 -0.0524
H 4.7048 4.0941 -0.9187
H 2.8276 5.5368 -1.5946
H 0.5065 4.7373 -1.3959
H -1.4157 2.6004 -2.7117
H -2.4542 1.3684 -1.9756
H -0.8559 0.9302 -2.5837
H -1.6364 4.4224 -0.4298
H -1.3538 3.9287 1.2391
H -2.7710 3.3341 0.3581
Cl -4.0965 0.8209 1.1086
C -3.0949 1.5026 2.3269
C -1.7262 1.2820 2.2588
C -0.9606 1.8511 3.2422
Cl 0.7126 1.4324 2.9788
C -1.4290 2.6405 4.2694
Cl -0.3390 3.3049 5.4165
C -2.8038 2.8676 4.3155
Cl -3.4565 3.8558 5.5598
C -3.6316 2.2920 3.3447
Cl -5.3228 2.5884 3.3983
C 1.1085 -6.3474 -2.9919
C 0.3877 -5.3276 -2.1553
C -0.6944 -4.6183 -2.6756
C -1.3841 -3.7010 -1.9040
C -0.9709 -3.4801 -0.5983
C 0.1014 -4.1694 -0.0545
C 0.7728 -5.0943 -0.8384
S -1.8265 -2.3059 0.3852
O -1.1337 -2.1601 1.6673
O -3.2135 -2.6223 0.3672
O -1.5676 -0.9482 -0.3219
H 1.0207 -6.1197 -4.0533
H 0.6858 -7.3410 -2.8291
H 2.1657 -6.3923 -2.7328
H -1.0016 -4.7900 -3.6998
H -2.2296 -3.1575 -2.3051
H 0.3995 -3.9757 0.9673
H 1.6111 -5.6390 -0.4216
*
```